# 1
Entry from the Open Molecules 2025 dataset: a 5-piece molecular cluster, C12H35O5 overall in a non-equilibrium geometry (wB97M-V/def2-TZVPD).

The geometry in ORCA input format:
```
! RIJCOSX wB97M-V def2-TZVPD def2/J DEFGRID3
* xyz 1 1
O 0.1084 -0.7111 0.0405
H -0.1529 0.1372 -0.2974
H 0.6069 -0.2178 0.8216
H 0.8591 -1.0576 -0.6476
C 1.2040 -0.4072 4.0761
C 2.1012 0.3223 3.0658
C 3.2066 -0.5058 2.4010
O 1.1976 0.7625 2.0585
H 1.9074 -0.8394 4.7074
H 0.7029 -1.0742 3.6211
H 0.4794 0.1848 4.5837
H 2.6555 1.2058 3.5450
H 2.8312 -1.1432 1.8138
H 3.7077 -0.9043 3.3822
H 3.6258 0.1130 1.6672
H 0.7231 1.5434 2.4090
C 0.2900 -2.5014 -2.7457
C 1.7752 -2.5204 -2.7178
C 2.5141 -1.8811 -3.9188
O 2.2009 -1.8012 -1.6081
H -0.2537 -1.6607 -3.1383
H 0.0795 -2.8155 -1.7856
H -0.1288 -3.1914 -3.5110
H 1.9303 -3.5123 -2.7793
H 1.9517 -0.9694 -3.9795
H 2.2885 -2.4525 -4.9134
H 3.4901 -1.6135 -3.7926
H 3.1256 -2.1818 -1.7154
C -3.7802 1.5146 2.6231
C -2.5676 0.5969 2.5275
C -2.9233 -0.9190 2.9995
O -2.2326 0.3919 1.1876
H -4.4957 1.0082 2.1550
H -3.6007 2.4303 2.2372
H -4.1361 1.8106 3.7255
H -1.8133 1.0718 3.0278
H -3.6843 -1.5664 2.5570
H -3.1072 -0.8301 4.1656
H -1.9114 -1.4575 2.8065
H -3.0026 0.7069 0.5902
C -1.4147 2.9551 -2.8833
C -0.7864 1.6238 -2.6885
C 0.6832 1.8329 -2.3559
O -1.3124 1.0417 -1.5954
H -0.8528 3.2794 -3.8662
H -1.4723 3.7053 -2.1920
H -2.4998 2.9720 -3.1969
H -0.8102 0.8813 -3.5468
H 1.1678 1.0050 -2.2887
H 0.8684 2.5939 -1.6681
H 1.0067 1.9911 -3.3590
H -2.3497 1.0529 -1.6045
*
```

Properties
LUMO level = -2.31 eV
M = 259.4 g/mol
Kohn-Sham gap = 10.459 eV
strongest force on any atom = 8.12 eV Å⁻¹
energy above the lowest of the compared OMol25 structures with the same formula, charge and spin = 0.513 eV

Want to see where the charge sits? The Löwdin charges in e are: number 1, O, carries 0.18; number 2, H, carries 0.06; number 3, H, carries 0.14; number 4, H, carries 0.17; number 5, C, carries -0.01; number 6, C, carries -0.43; number 7, C, carries -0.01; number 8, O, carries -0.08; number 9, H, carries 0.07; number 10, H, carries 0.01; number 11, H, carries 0.09; number 12, H, carries 0.17; number 13, H, carries -0.01; number 14, H, carries 0.15; number 15, H, carries 0.08; number 16, H, carries 0.13; number 17, C, carries -0.04; number 18, C, carries -0.52; number 19, C, carries -0.01; number 20, O, carries -0.05; number 21, H, carries 0.08; number 22, H, carries 0.06; number 23, H, carries 0.12; number 24, H, carries 0.10; number 25, H, carries 0.06; number 26, H, carries 0.14; number 27, H, carries 0.04; number 28, H, carries 0.16; number 29, C, carries -0.04; number 30, C, carries -0.46; number 31, C, carries -0.03; number 32, O, carries -0.10; number 33, H, carries 0.03; number 34, H, carries 0.04; number 35, H, carries 0.15; number 36, H, carries 0.09; number 37, H, carries 0.07; number 38, H, carries 0.11; number 39, H, carries 0.08; number 40, H, carries 0.14; number 41, C, carries -0.05; number 42, C, carries -0.55; number 43, C, carries -0.02; number 44, O, carries -0.09; number 45, H, carries 0.14; number 46, H, carries 0.05; number 47, H, carries 0.10; number 48, H, carries 0.16; number 49, H, carries 0.00; number 50, H, carries 0.09; number 51, H, carries 0.09; number 52, H, carries 0.17

=====

# 2
Entry from the Open Molecules 2025 dataset: C12H36AgO6S6 as an isolated structure in a non-equilibrium geometry (wB97M-V/def2-TZVPD).

The geometry in ORCA input format:
```
! RIJCOSX wB97M-V def2-TZVPD def2/J DEFGRID3
* xyz 1 1
Ag 0.6319 0.3057 -0.0682
C -1.9048 -1.5883 2.4432
S -0.1877 -2.1896 2.4977
O 0.6661 -1.1027 1.8355
C 0.1226 -1.8049 4.3013
H -2.2971 -2.0508 1.5375
H -1.8672 -0.5090 2.2952
H -2.4967 -1.8011 3.3334
H -0.5914 -2.2852 4.9704
H 0.2908 -0.7383 4.4503
H 1.0547 -2.3222 4.5286
C 0.5253 2.7694 3.0015
S 2.1824 1.9521 2.5183
O 2.1713 1.6086 1.0565
C 3.2164 3.4416 2.6129
H -0.2445 2.0934 2.6292
H 0.4019 3.6649 2.3925
H 0.3756 3.0376 4.0473
H 4.1400 3.2253 2.0761
H 3.5884 3.7714 3.5829
H 2.6598 4.3010 2.2390
C 3.1334 -3.5526 -0.7773
S 3.5701 -1.7504 -0.6856
O 2.4052 -0.8139 -1.0248
C 3.7689 -1.7117 1.1932
H 3.9079 -4.2246 -0.4076
H 2.9542 -3.9604 -1.7722
H 2.2082 -3.6784 -0.2150
H 3.7163 -0.6640 1.4893
H 4.6770 -2.2207 1.5159
H 2.9071 -2.1854 1.6633
C -3.8521 1.1569 -0.3905
S -2.7428 1.8493 0.9686
O -1.3748 1.3020 0.7867
C -2.4491 3.5989 0.2875
H -3.2460 0.8232 -1.2328
H -4.6561 1.8425 -0.6581
H -4.2840 0.1827 -0.1613
H -3.4283 4.0285 0.0763
H -1.9755 3.4664 -0.6853
H -1.8189 4.1615 0.9764
C -0.8552 -3.0454 -2.8278
S -1.3593 -2.6882 -1.1131
O -1.0462 -1.2049 -0.8997
C -3.1886 -2.7949 -1.2776
H 0.1345 -2.6247 -3.0060
H -1.5458 -2.7609 -3.6215
H -0.6838 -4.1121 -2.9723
H -3.5764 -1.8431 -1.6404
H -3.7067 -3.0387 -0.3501
H -3.4533 -3.5943 -1.9698
C 0.0647 0.2124 -3.9263
S -0.1743 1.8801 -3.1838
O 0.5712 2.0170 -1.8697
C 0.5226 2.9731 -4.4754
H -0.5880 0.0561 -4.7852
H -0.1388 -0.4209 -3.0628
H 1.1142 -0.0201 -4.1067
H 0.5582 3.9801 -4.0599
H -0.0104 3.0670 -5.4216
H 1.5031 2.5334 -4.6582
*
```

Properties
LUMO level = -1.74 eV
M = 576.7 g/mol
Kohn-Sham gap = 8.490 eV
strongest force on any atom = 2.68 eV Å⁻¹

Want to see where the charge sits? The Löwdin charges in e are: number 1, Ag, carries 0.66; number 2, C, carries -0.24; number 3, S, carries 0.88; number 4, O, carries -0.63; number 5, C, carries -0.22; number 6, H, carries 0.01; number 7, H, carries 0.02; number 8, H, carries 0.06; number 9, H, carries 0.05; number 10, H, carries 0.06; number 11, H, carries 0.04; number 12, C, carries -0.20; number 13, S, carries 0.85; number 14, O, carries -0.59; number 15, C, carries -0.26; number 16, H, carries 0.00; number 17, H, carries 0.04; number 18, H, carries 0.06; number 19, H, carries 0.05; number 20, H, carries 0.06; number 21, H, carries 0.05; number 22, C, carries -0.25; number 23, S, carries 0.90; number 24, O, carries -0.62; number 25, C, carries -0.21; number 26, H, carries 0.06; number 27, H, carries 0.04; number 28, H, carries 0.04; number 29, H, carries 0.03; number 30, H, carries 0.05; number 31, H, carries 0.02; number 32, C, carries -0.22; number 33, S, carries 0.87; number 34, O, carries -0.65; number 35, C, carries -0.19; number 36, H, carries 0.04; number 37, H, carries 0.05; number 38, H, carries 0.03; number 39, H, carries 0.04; number 40, H, carries 0.04; number 41, H, carries 0.04; number 42, C, carries -0.25; number 43, S, carries 0.87; number 44, O, carries -0.62; number 45, C, carries -0.23; number 46, H, carries 0.04; number 47, H, carries 0.06; number 48, H, carries 0.05; number 49, H, carries 0.05; number 50, H, carries 0.05; number 51, H, carries 0.05; number 52, C, carries -0.24; number 53, S, carries 0.82; number 54, O, carries -0.58; number 55, C, carries -0.24; number 56, H, carries 0.06; number 57, H, carries -0.01; number 58, H, carries 0.06; number 59, H, carries 0.05; number 60, H, carries 0.06; number 61, H, carries 0.05

=====

# 3
Entry from the Open Molecules 2025 dataset: C12H36BCaF4O6 as an isolated structure in a non-equilibrium geometry (wB97M-V/def2-TZVPD).

The geometry in ORCA input format:
```
! RIJCOSX wB97M-V def2-TZVPD def2/J DEFGRID3
* xyz 0 2
Ca 0.2993 2.1798 -0.5109
B -0.1555 -0.7312 0.1943
F -1.1558 -1.4675 0.6981
F -0.5924 -0.1028 -0.9947
F 0.3454 0.2185 1.0405
F 0.8530 -1.6373 -0.0974
C -1.5186 0.5432 3.8337
C -2.0003 -0.8629 4.0522
O -3.1293 -1.0477 3.1898
H -2.2084 1.3009 4.2054
H -1.1857 0.7282 2.8124
H -0.5700 0.6502 4.3596
H -2.1777 -1.1297 5.0940
H -1.3128 -1.5459 3.5533
H -2.8415 -1.3641 2.3303
C 3.7108 -0.1364 -1.5873
C 3.2803 0.7514 -0.4069
O 2.5314 1.7478 -0.9755
H 2.8429 -0.4331 -2.1761
H 4.2348 -1.0134 -1.2073
H 4.4074 0.4271 -2.2081
H 4.0949 1.2457 0.1226
H 2.7507 0.2515 0.4041
H 3.0858 2.2473 -1.5795
C 1.7695 1.2415 -4.5326
C 0.4052 0.7843 -3.7964
O 0.0244 1.8230 -2.8975
H 1.9595 0.8238 -5.5214
H 2.5789 0.7471 -3.9955
H 1.8511 2.3272 -4.5838
H 0.3062 -0.2013 -3.3415
H -0.3585 0.6995 -4.5695
H -0.3293 2.5179 -3.4575
C 4.1727 -1.5036 3.8135
C 3.4222 -1.1700 2.4679
O 3.0158 -2.2766 1.6972
H 4.4686 -0.5890 4.3273
H 4.9617 -2.2545 3.8559
H 3.4554 -2.1568 4.3106
H 4.1978 -0.6680 1.8895
H 2.6400 -0.4217 2.5953
H 2.2744 -1.9660 1.1724
C -3.3310 2.5571 -1.5809
C -2.6499 3.1667 -0.2218
O -1.8779 2.1117 0.4153
H -3.6457 3.4223 -2.1644
H -4.2040 1.9332 -1.3894
H -2.5973 1.9963 -2.1600
H -3.4459 3.6299 0.3613
H -2.0108 3.9803 -0.5648
H -2.4687 1.6380 1.0053
C -3.3332 -3.3333 -0.4072
C -3.0396 -2.1967 -1.4050
O -3.3687 -1.0782 -0.7448
H -3.1387 -4.2844 -0.9030
H -4.3837 -3.4136 -0.1275
H -2.8177 -3.2700 0.5511
H -3.5182 -2.4837 -2.3413
H -1.9771 -2.1689 -1.6467
H -2.5962 -0.7835 -0.2569
*
```

Properties
LUMO level (spin up / spin down) = 0.26 / 0.10 eV
M = 403.3 g/mol
Kohn-Sham gap (spin up / spin down) = 4.452 / 9.614 eV
strongest force on any atom = 4.03 eV Å⁻¹

Want to see where the charge sits? The Löwdin charges in e are: number 1, Ca, carries 1.19; number 2, B, carries -1.42; number 3, F, carries 0.20; number 4, F, carries 0.07; number 5, F, carries 0.11; number 6, F, carries 0.16; number 7, C, carries -0.09; number 8, C, carries -0.29; number 9, O, carries -0.10; number 10, H, carries 0.08; number 11, H, carries 0.04; number 12, H, carries 0.07; number 13, H, carries 0.12; number 14, H, carries 0.11; number 15, H, carries 0.05; number 16, C, carries -0.04; number 17, C, carries -0.32; number 18, O, carries -0.26; number 19, H, carries 0.07; number 20, H, carries 0.08; number 21, H, carries 0.08; number 22, H, carries 0.12; number 23, H, carries 0.08; number 24, H, carries 0.10; number 25, C, carries -0.04; number 26, C, carries -0.24; number 27, O, carries -0.26; number 28, H, carries 0.07; number 29, H, carries 0.03; number 30, H, carries 0.07; number 31, H, carries 0.11; number 32, H, carries 0.11; number 33, H, carries 0.09; number 34, C, carries -0.07; number 35, C, carries -0.33; number 36, O, carries -0.06; number 37, H, carries 0.07; number 38, H, carries 0.07; number 39, H, carries 0.06; number 40, H, carries 0.08; number 41, H, carries 0.11; number 42, H, carries 0.04; number 43, C, carries -0.05; number 44, C, carries -0.25; number 45, O, carries -0.24; number 46, H, carries 0.06; number 47, H, carries 0.07; number 48, H, carries 0.04; number 49, H, carries 0.11; number 50, H, carries 0.06; number 51, H, carries 0.10; number 52, C, carries -0.08; number 53, C, carries -0.35; number 54, O, carries -0.06; number 55, H, carries 0.07; number 56, H, carries 0.07; number 57, H, carries 0.06; number 58, H, carries 0.11; number 59, H, carries 0.10; number 60, H, carries 0.04